Record 1
17
Properties=species:S:1:pos:R:3:forces:R:3:lowdin_charge:R:1 method="wB97M-V/def2-TZVPD" spin_multiplicity=1 total_energy_ha=-707.74449 molar_mass_g_mol=136.22 charge=0 e_above_lowest_ev=0.557 smiles="S=CCc1ccccc1" homo_ha=-0.3215
S -1.51846 2.33512 3.03542 0.60 0.40 0.33 0.693
C -1.81541 1.61345 1.64016 1.96 -0.33 -0.27 -0.679
C -0.84574 1.50602 0.42975 1.28 2.85 -0.23 -0.193
C 0.02001 0.27029 -0.04420 -1.37 1.24 0.32 -0.173
C -0.09079 -0.94787 0.59166 2.01 1.39 -2.17 -0.038
C 0.64406 -2.03757 0.14475 -1.47 2.72 -0.36 -0.074
C 1.28663 -1.93294 -1.04199 0.17 -0.27 0.28 -0.091
C 1.36352 -0.71770 -1.72522 3.20 -2.24 -2.72 -0.100
C 0.80026 0.37164 -1.22661 -1.94 0.05 2.52 -0.074
H -2.80393 1.25425 1.64120 -1.13 -0.94 -1.03 0.008
H -0.19965 2.53438 0.49414 -0.86 -2.70 0.24 0.147
H -1.44433 1.82801 -0.42107 -0.40 -0.47 -0.32 0.092
H -0.61386 -0.98927 1.45036 -1.84 -0.29 2.83 0.073
H 0.54334 -2.84805 0.75777 0.28 -2.58 0.92 0.082
H 1.69395 -2.86011 -1.29950 1.16 -0.87 -1.33 0.087
H 2.06383 -0.61919 -2.67167 -1.73 -0.37 1.93 0.151
H 0.91656 1.23956 -1.75493 0.06 2.40 -0.93 0.086

=====

Record 2
22
Properties=species:S:1:pos:R:3:forces:R:3:lowdin_charge:R:1 method="wB97M-V/def2-TZVPD" spin_multiplicity=1 total_energy_ha=-5663.37316 molar_mass_g_mol=310.97 charge=0 e_above_lowest_ev=1.024 smiles="O=[N+]([O-])c1ccccc1.BrCCBr" homo_ha=-0.3736
O 5.80913 -19.18447 2.03808 -1.80 -1.21 2.77 0.046
N 5.12740 -19.70900 2.96791 0.12 0.61 -1.02 -0.307
O 4.63205 -20.83156 2.93820 0.84 1.18 -0.23 0.065
C 4.81500 -18.92384 4.23190 0.06 -0.25 1.48 -0.093
C 4.29473 -19.57751 5.38779 0.58 0.63 -1.46 0.014
C 4.14939 -18.80913 6.53994 -1.46 0.51 0.43 -0.102
C 4.41782 -17.47029 6.63858 1.86 1.07 -2.10 -0.053
C 4.99510 -16.82988 5.47766 -1.04 -0.39 3.10 -0.062
C 5.12626 -17.55939 4.35625 0.73 -0.71 -2.34 -0.053
H 3.99826 -20.61603 5.38799 0.10 0.00 -0.20 0.113
H 3.55586 -19.05446 7.40825 0.25 -1.48 0.02 0.106
H 4.27320 -17.01494 7.60715 -0.03 0.45 -0.20 0.103
H 5.37825 -15.82044 5.45260 -0.32 0.15 0.28 0.106
H 5.53939 -16.98701 3.53887 0.10 -0.53 -0.52 0.117
Br 7.90801 -6.42193 13.53134 -0.24 0.58 -0.04 0.636
C 6.64452 -7.33791 12.35403 0.77 -0.75 -0.13 -0.686
C 7.29529 -8.71184 12.26663 -1.09 0.29 0.98 -0.715
Br 5.94389 -9.98540 11.51557 1.05 0.54 -0.05 0.563
H 6.71177 -6.90274 11.35693 -0.51 0.43 0.36 0.062
H 5.66117 -7.36058 12.82372 0.20 0.25 -0.25 0.054
H 7.45299 -9.05085 13.29049 0.08 -0.35 -0.32 0.026
H 8.25904 -8.54206 11.78657 -0.26 -0.98 -0.55 0.059

=====

Record 3
21
Properties=species:S:1:pos:R:3:forces:R:3:lowdin_charge:R:1 method="wB97M-V/def2-TZVPD" spin_multiplicity=1 total_energy_ha=-5608.73378 molar_mass_g_mol=296.97 charge=-1 e_above_lowest_ev=0.000 homo_ha=-0.1714
C 1.70252 2.14137 -0.67251 -3.01 3.96 -0.80 0.023
C 0.60551 1.48706 -0.31925 2.48 -0.90 0.76 -0.152
C -2.00889 0.42929 -1.60209 -0.51 2.02 1.93 -0.832
C 0.60898 0.16024 0.22018 -1.11 -2.83 0.12 -0.194
C -0.55474 -0.62651 0.38300 1.79 2.64 -0.28 -0.286
C -1.94998 -0.09801 0.00445 0.11 -0.10 -0.21 -0.908
C 1.99896 -0.46797 0.53493 -0.25 4.16 -1.16 -0.030
C -0.38867 -1.98607 0.91594 2.35 1.66 2.03 -0.116
O -1.86691 -0.46658 -2.38078 0.38 -2.02 -1.39 -0.007
O -2.16428 1.65094 -1.71019 0.06 -0.27 0.07 -0.084
Br -3.34643 -1.53799 0.24421 0.32 0.54 -0.27 0.608
Br -2.58159 1.35434 1.23606 0.42 -0.39 -0.11 0.591
H 1.62222 3.25631 -0.97245 0.13 -2.01 0.45 0.090
H 2.61068 1.72103 -0.75768 3.00 -1.27 -0.24 -0.019
H -0.27827 1.94861 -0.20498 -3.01 1.93 -0.26 0.021
H 1.96140 -1.39692 0.16401 0.42 -3.45 -1.79 0.007
H 2.09085 -0.62757 1.56634 0.49 0.29 1.73 0.062
H 2.88881 0.12636 0.06505 -1.76 -1.28 1.20 0.101
H 0.50545 -2.42247 0.55640 0.88 -0.57 -0.44 0.059
H -1.14177 -2.59526 0.71254 -3.24 -2.55 -1.22 -0.046
H -0.31385 -2.05020 2.01682 0.07 0.46 -0.11 0.110

=====

Record 4
21
Properties=species:S:1:pos:R:3:forces:R:3:mulliken_spin:R:1 method="wB97M-V/def2-TZVPD" spin_multiplicity=3 total_energy_ha=-3068.69053 molar_mass_g_mol=229.08 charge=0 s2=2.06 homo_ha="-0.2438 / -0.3101"
C 1.47346 1.46478 -0.43991 -2.96 -1.30 1.55 0.752
C -0.29726 -0.00691 0.20570 1.14 0.51 -2.09 0.388
C 1.16603 2.11031 0.71486 0.46 -0.12 0.49 0.086
C 2.20649 1.38949 -1.58972 2.09 -1.15 -2.37 -0.042
C -0.13677 -1.84103 -1.65734 0.74 -0.10 -1.04 0.014
C -1.57074 -1.81473 -1.21861 -0.82 0.33 -0.91 0.013
C -0.53102 -1.36615 -0.26932 0.67 -0.09 2.15 0.022
C -1.31756 0.36684 2.45745 -0.11 -0.62 -1.23 0.015
N 0.22125 1.79232 1.55673 0.42 1.17 -0.16 0.349
N -0.48799 0.63069 1.29161 0.01 0.25 -0.84 -0.002
O 3.16483 2.11835 -1.79076 0.48 0.86 -0.40 0.286
Br 2.36134 3.43239 1.46391 0.08 0.31 0.03 0.096
H 2.08750 0.55123 -2.38347 -0.56 0.88 1.30 0.008
H 0.27922 -2.85259 -1.71508 0.17 0.53 0.14 -0.001
H 0.26149 -1.13369 -2.48636 -1.00 -1.08 1.82 -0.003
H -2.11539 -1.03158 -1.73280 -0.38 -0.11 0.33 -0.004
H -2.12708 -2.72341 -0.96549 0.30 0.37 -0.36 0.001
H -0.29716 -2.06734 0.56542 -0.24 0.11 -0.75 0.025
H -2.07422 -0.33233 2.07271 0.06 0.15 0.94 -0.001
H -0.58333 -0.01662 3.12504 -0.21 -0.68 1.30 -0.001
H -1.68311 1.33000 2.79544 -0.32 -0.21 0.09 -0.001

=====

Record 5
19
Properties=species:S:1:pos:R:3:forces:R:3:lowdin_charge:R:1 method="wB97M-V/def2-TZVPD" spin_multiplicity=1 total_energy_ha=-2959.45124 molar_mass_g_mol=201.06 charge=0 e_above_lowest_ev=0.000 smiles="CC(=O)Br.c1ccccc1" homo_ha=-0.3492
C -1.19080 2.41784 0.26290 -3.00 -0.25 -0.59 -0.107
C -0.21373 2.44706 1.37473 1.76 1.77 -0.42 -0.891
O 0.77917 3.13243 1.30258 -1.34 -1.28 0.38 0.013
Br -0.59399 1.45619 2.96279 -0.14 -0.30 0.24 0.716
H -2.20099 1.92325 0.39911 1.46 -0.10 0.56 0.090
H -1.57783 3.44298 0.07318 1.07 -0.32 -0.21 0.100
H -0.75856 1.92832 -0.61278 0.18 0.48 0.04 0.070
C 1.06344 -2.16463 0.41017 1.28 -1.25 -0.24 -0.147
C 1.79104 -1.66702 -0.60937 2.73 2.15 -1.56 -0.099
C 1.19819 -0.77395 -1.52151 -2.92 -3.08 2.58 -0.052
C -0.23739 -0.66160 -1.48947 2.97 -0.47 2.61 -0.061
C -0.94307 -1.12298 -0.34546 0.67 -0.50 -1.54 -0.083
C -0.26197 -1.96515 0.50995 -1.36 0.19 2.38 -0.122
H 1.56242 -2.78989 1.09737 0.35 -0.64 0.88 0.096
H 2.93673 -1.78762 -0.66080 -1.99 0.00 0.17 0.134
H 1.83659 -0.37226 -2.20363 1.09 1.36 -2.26 0.062
H -0.57576 -0.09095 -2.26741 -1.74 1.42 -1.56 0.062
H -1.98195 -0.94748 -0.14864 -0.41 0.20 -0.36 0.095
H -0.63154 -2.40453 1.46631 -0.68 0.60 -1.09 0.124

=====

Record 6
20
Properties=species:S:1:pos:R:3:forces:R:3:lowdin_charge:R:1 method="wB97M-V/def2-TZVPD" spin_multiplicity=1 total_energy_ha=-3034.64991 molar_mass_g_mol=217.06 charge=0 e_above_lowest_ev=1.300 smiles="Br/C=C1/C=CC=CC1.O=CO" homo_ha=-0.2953
Br 0.89070 2.33158 -2.23378 0.68 -0.28 -0.02 0.723
C 1.67437 1.13648 -0.99312 -1.04 -1.50 1.65 -0.533
C 0.91510 0.75660 0.08402 -1.12 -0.23 -1.01 -0.348
C 1.33909 -0.31566 0.98240 -0.85 0.40 0.86 -0.065
C 0.65751 -0.78205 2.07419 -1.04 3.70 -4.11 -0.040
C -0.67654 -0.23449 2.35923 0.80 0.37 -0.23 -0.072
C -1.14767 0.73595 1.53378 -1.89 -0.53 1.79 -0.083
C -0.53438 1.18678 0.28307 2.26 -0.11 1.10 -0.202
H 2.56304 0.49950 -1.18508 -0.34 1.23 -0.40 0.082
H 2.26867 -0.65096 0.66494 1.84 -1.18 0.16 0.082
H 1.01515 -1.51689 2.65284 1.42 -2.61 1.96 0.060
H -1.04432 -0.71794 3.27281 -0.94 0.87 -0.54 0.103
H -2.17415 1.20350 1.54240 0.99 -0.84 0.95 0.132
H -0.57037 2.24894 0.22993 -0.44 0.96 -0.31 0.097
H -1.22889 0.73662 -0.37998 -0.30 -0.14 -1.74 0.088
O -1.97805 -0.65695 -1.98615 0.83 -0.12 0.71 0.046
C -1.10239 -1.36934 -2.40037 -1.10 -0.39 -2.69 -0.386
O 0.08127 -1.69223 -1.86275 -0.44 0.11 -0.52 0.074
H -1.28665 -1.81912 -3.48628 0.96 0.29 2.20 0.171
H 0.33853 -1.08032 -1.15211 -0.28 0.02 0.19 0.071